Entry 1:
DFT (ωB97M-V with the def2-TZVPD basis set) results for a structure of composition C15H13ClHfN2O2S in a non-equilibrium geometry.

Calculated values
Frontier orbital gap (alpha / beta)   4.020 / 4.021 eV
LUMO (alpha / beta)   -0.4025 / -0.4025 hartree
HOMO level (alpha / beta)   -0.5503 / -0.5503 hartree
Calculated total energy   -1745.06975 hartree
Energy above the lowest of the compared OMol25 structures with the same formula, charge and spin   94.33 kcal/mol

ORCA input file:
```
! wB97M-V def2-TZVPD RIJCOSX def2/J DEFGRID3
* xyz 2 1
Hf 0.00000 0.00000 0.00000
Cl -2.74500 -0.94710 -0.18570
S -0.22090 0.99390 5.07170
O -0.29920 -2.09320 2.30020
O 2.28730 1.18620 1.73260
N 1.37990 -0.53650 3.62300
N -0.50480 0.80420 2.47890
C -3.22770 3.31850 2.92210
C -0.40890 0.44560 -2.37640
C -2.36130 2.42590 2.23340
C -1.59520 1.22740 -2.81960
C -0.14090 -1.30710 1.45310
C -3.14320 3.48260 4.32410
C 1.42030 0.74090 1.07600
C 0.25180 0.35830 3.60190
C -2.20880 2.76460 5.05010
C -1.38120 1.90230 4.35950
C -1.42580 1.71220 2.96510
C 0.95190 -1.32930 -1.82730
C -0.34040 -0.96840 -2.26750
C 0.87030 0.95160 -2.03870
C 1.70610 -0.14300 -1.69280
H -3.96430 3.89300 2.38410
H -1.63270 2.19630 -2.32450
H 1.29760 -2.32910 -1.62480
H -2.43810 2.31460 1.16310
H -3.79600 4.16290 4.85340
H 2.73250 -0.07600 -1.37400
H 1.15500 1.99080 -2.03430
H -1.17630 -1.63340 -2.38640
H 1.83260 -0.96510 2.80850
H 1.82530 -0.75680 4.52630
H -2.50760 0.68530 -2.57740
H -2.11510 2.86620 6.12860
H -1.57460 1.40240 -3.89870
*
```

---

Entry 2:
DFT (ωB97M-V with the def2-TZVPD basis set) results for a structure of composition C13H24N2O6PReS in a non-equilibrium geometry.

Calculated values
Frontier orbital gap (alpha / beta)   4.617 / 5.944 eV
LUMO (alpha / beta)   -0.4872 / -0.4528 hartree
HOMO level (alpha / beta)   -0.6569 / -0.6712 hartree
Calculated total energy   -1887.32034 hartree
Energy above the lowest of the compared OMol25 structures with the same formula, charge and spin   27.97 kcal/mol

ORCA input file:
```
! wB97M-V def2-TZVPD RIJCOSX def2/J DEFGRID3
* xyz 3 2
Re 0.52683 0.60488 0.49147
S -0.47346 -2.48237 -0.48413
P 0.69091 0.04292 2.81271
O -0.47323 1.14219 -1.09415
O 0.44234 -1.38928 0.12786
O 0.56716 2.60044 0.49720
O 2.11242 0.12944 1.96230
O 0.44018 -1.47164 3.10781
O 1.13629 0.80376 4.10126
N 0.00078 3.22625 -0.44782
N -0.54760 2.48128 -1.31805
C -0.42917 -2.09367 -2.29635
C -1.91157 2.55494 -4.72362
C 0.60426 -3.97351 -0.43761
C -1.50975 4.31252 -2.59095
C 0.41434 1.19911 5.28544
C 0.72418 -4.47832 0.98232
C 3.19593 1.03683 2.25325
C 0.89502 -2.23777 4.25880
C -2.02942 4.77871 -3.78631
C -1.85160 -1.95252 -2.79809
C -2.22609 3.90733 -4.85898
C -1.40664 2.06861 -3.53195
C -1.16377 2.95489 -2.47388
H -1.84531 -1.76696 -3.87106
H 1.56894 -3.72030 -0.87626
H -0.25420 -4.65920 1.42139
H -2.03283 1.88917 -5.56635
H 2.89204 2.07831 2.12950
H 0.06952 -2.88333 4.55399
H 1.27568 -3.78187 1.60615
H 0.10882 2.23954 5.18874
H -2.60989 4.27900 -5.79830
H -2.41901 -2.86546 -2.63931
H 1.13335 1.12080 6.10329
H 1.74735 -2.84325 3.95226
H 4.00796 0.79924 1.56606
H 1.26043 -5.42719 0.98403
H -0.44430 0.56205 5.48803
H 0.09369 -2.88839 -2.82520
H 0.13188 -1.16279 -2.39470
H -1.17350 1.02149 -3.42111
H -2.28206 5.82511 -3.89406
H 1.18610 -1.60082 5.09035
H 3.52287 0.88133 3.28201
H -1.38640 4.96983 -1.74262
H -2.36684 -1.13010 -2.30966
H 0.08739 -4.70121 -1.06567
*
```

---

Entry 3:
DFT (ωB97M-V with the def2-TZVPD basis set) results for a cluster of 14 separate species, C5H38NO15 in total in a non-equilibrium geometry.

Calculated values
Frontier orbital gap   8.958 eV
LUMO   0.1006 hartree
HOMO level   -0.2286 hartree
Calculated total energy   -1396.77220 hartree
Energy above the lowest of the compared OMol25 structures with the same formula, charge and spin   34.22 kcal/mol

ORCA input file:
```
! wB97M-V def2-TZVPD RIJCOSX def2/J DEFGRID3
* xyz -1 1
O 0.34082 1.59211 -0.90613
O -2.17463 -0.96613 -3.47432
O 1.11086 3.14406 1.06518
O 3.49439 1.93075 0.85220
O -3.35127 1.03627 1.37987
O 3.52335 -0.76269 0.88601
O 2.60920 2.79622 -1.51783
O -0.56111 -3.55764 -0.14776
O 1.97787 -2.91976 0.47770
O -0.68783 -3.07994 -2.79123
O -0.90291 3.44838 2.81485
O -2.07888 2.49398 -0.47781
O 0.27528 -3.62503 2.41432
O -1.30738 1.45829 -2.89483
O -2.51324 -1.30122 0.35973
N -0.54539 0.46848 1.57735
C -0.26725 -0.37292 0.38058
C -0.42732 -0.28487 2.85957
C 1.17002 -0.48704 -1.75584
C -1.55968 -0.62925 -0.40806
C 0.79803 0.35574 -0.52106
H 1.75968 -3.23590 1.38407
H 0.73615 2.68112 0.25646
H 1.18885 -3.03611 -0.05433
H 0.19829 -1.32276 0.74884
H 1.72311 2.31311 -1.46676
H -3.07665 1.52303 0.59519
H -0.17109 -2.79029 2.35936
H 1.98553 2.76421 1.18743
H 0.49144 -0.76176 2.94636
H 2.04320 -0.06263 -2.29387
H -0.06789 -4.19465 1.62151
H -1.99259 0.35034 -0.80010
H 0.13567 -2.99169 -3.28337
H -0.56543 -3.44700 -1.14451
H -1.27041 -2.99178 0.13898
H -2.96020 -1.00503 -3.00359
H 3.53618 1.02377 0.81155
H -0.09397 3.45121 2.28670
H -1.39088 2.73626 2.43696
H -2.52629 1.01735 1.89064
H 1.44041 -1.50801 -1.49929
H -2.01040 1.94509 -2.41151
H -1.26025 -2.32224 -3.05296
H -1.12456 2.11509 -0.50618
H -1.99861 3.32917 -0.23249
H -0.51152 1.51993 -2.20974
H 0.34584 -0.47872 -2.51711
H -0.62777 0.45219 3.76469
H 3.38926 2.18960 -0.08696
H 0.10431 1.23867 1.58273
H -2.98783 -0.57778 0.92411
H 3.99704 -1.11430 1.63357
H -1.31885 -1.26510 -1.28175
H 1.71838 0.53402 0.12941
H -1.18122 -1.02921 2.89283
H 2.86597 -1.46080 0.58217
H 2.33300 3.72601 -1.24737
H -1.77885 -0.05216 -3.25415
*
```

---

Entry 4:
DFT (ωB97M-V with the def2-TZVPD basis set) results for a cluster of 2 separate species, C12H16N4O8P2S3 in total in a non-equilibrium geometry.

Calculated values
Frontier orbital gap   8.904 eV
LUMO   -0.0270 hartree
HOMO level   -0.3542 hartree
Calculated total energy   -3164.82006 hartree
Structure (SMILES)   N=[PH2][C@@]1([PH2]=O)OS(=O)(=O)O[C@@]1(S)CCSc1nnco1.O=[N+]([O-])c1ccccc1

ORCA input file:
```
! wB97M-V def2-TZVPD RIJCOSX def2/J DEFGRID3
* xyz 0 1
S 0.29624 0.80644 2.29290
S -4.14985 -0.81136 0.35322
S -1.68900 -0.05569 -2.78696
P -3.16605 -2.99971 -2.22471
P -0.75231 -3.22912 -0.53388
O -3.24905 0.06638 -0.72974
O 2.18001 1.82625 -3.45264
O 1.40082 0.51114 -1.93123
O -3.18815 -2.17283 0.24806
O -5.54890 -0.94811 0.06517
O -1.23920 2.28974 3.97371
O -4.04146 -0.38056 1.73821
O -4.63475 -2.70826 -2.21572
N -0.62097 0.33663 4.95577
N -1.41550 1.06076 5.80950
N 0.51751 -2.81957 -1.37713
N 2.23589 1.29014 -2.36223
C 4.56144 1.30939 0.56042
C -1.77079 2.19103 5.24311
C -2.22355 -2.07222 -0.82743
C -0.69342 0.10354 -0.29044
C 3.48816 0.99472 -0.25982
C 5.40278 2.82566 -1.11260
C -0.54660 1.10765 3.87443
C 4.33347 2.51363 -1.93925
C -1.94923 -0.53350 -1.02633
C -1.10852 0.33366 1.20508
C 5.51478 2.22661 0.13621
C 3.38126 1.60398 -1.50213
H 0.79190 -3.55127 -2.03286
H -3.01960 -4.41876 -2.06523
H -0.49210 1.06563 -0.82777
H 6.14879 3.53910 -1.44027
H 2.74885 0.28108 0.08057
H 4.65359 0.84232 1.53316
H 0.22383 -0.51568 -0.41666
H 4.25422 2.98503 -2.91000
H -1.14273 -4.54464 -0.94290
H -1.91033 1.11391 1.21237
H 6.34851 2.47659 0.78222
H -2.41318 3.01802 5.58341
H -2.84400 -0.43639 -3.41699
H -1.50667 -0.63887 1.59098
H -0.51929 -3.28624 0.88191
H -2.64687 -2.59626 -3.49550
*
```

---

Entry 5:
DFT (ωB97M-V with the def2-TZVPD basis set) results for a cluster of 4 separate species, C33H53BrClF7N2O14P in total in a non-equilibrium geometry.

Calculated values
Frontier orbital gap   9.030 eV
LUMO   -0.0951 hartree
HOMO level   -0.4269 hartree
Calculated total energy   -6526.49390 hartree

ORCA input file:
```
! wB97M-V def2-TZVPD RIJCOSX def2/J DEFGRID3
* xyz 1 1
Br 0.78532 0.34142 4.17244
Cl 4.08595 3.68658 3.30749
P 2.41274 -1.71725 -0.53882
F -5.70535 -7.07072 0.68312
F 1.67434 -4.46431 4.00295
F -0.22730 -3.35955 1.92024
F 5.10418 1.58145 -8.90560
F 1.67236 -4.90805 1.85449
F -5.26798 2.89761 2.00981
F 0.35971 -2.43243 3.77111
O 2.49258 3.55789 -7.83758
O 2.26142 -1.78421 -1.99357
O 3.64100 -0.44819 5.46581
O 3.56238 -0.73775 -0.13195
O 3.12082 1.41742 -7.83309
O -3.31997 6.84156 1.39037
O -6.90906 -2.82646 0.19515
O -5.22230 -3.73422 1.38782
O 1.80747 0.91089 -1.74130
O -6.48043 -5.03637 0.08088
O 1.29614 2.05252 -6.67102
O -5.49802 6.27458 1.34247
O 2.68767 -3.18163 0.01384
O -3.97319 4.74617 1.91990
N 0.90890 -1.21885 0.35542
N -0.72864 0.48296 0.76565
C 1.43897 0.72675 -3.10953
C 0.63200 0.32623 0.44565
C -2.54522 -1.55984 -1.03212
C -1.68012 2.22285 2.15822
C 2.66614 0.60123 -4.01155
C -0.08460 -2.00545 -0.46249
C -5.22870 4.22386 2.31225
C 4.87759 -1.90658 4.06491
C 2.47045 3.83997 2.58860
C -2.10340 -0.18626 2.71382
C 1.37854 -1.54027 1.79809
C 0.81708 -2.77428 2.54667
C -6.19310 5.02986 1.47304
C -5.33471 -5.80017 0.41109
C -6.27153 -3.76542 0.52172
C 1.76723 -0.22447 2.56857
C -1.55187 -2.25335 -0.06923
C 2.20978 2.32055 -7.37455
C 1.52361 0.95954 1.50090
C -4.81479 -5.08527 1.63821
C 2.72422 1.80669 1.08046
C -4.17864 6.04617 1.53129
C -4.94761 -0.74114 -1.28804
C 1.88437 -3.92679 2.76806
C 3.82929 2.03384 -8.89743
C 3.22361 -0.32148 3.06484
C 3.51756 -1.22687 4.28683
C 2.40641 3.31197 1.16339
C -3.78683 -0.99735 -0.32827
C 3.74625 3.49805 -8.53017
C 2.81350 -0.76639 -4.70401
C 0.68486 1.10818 -0.90727
C -1.39766 0.78607 1.81863
H 0.81169 -0.15869 -3.22308
H -5.35168 4.34626 3.38935
H 2.23443 4.89979 2.56885
H 1.41126 3.55290 0.78948
H -2.07096 -0.71445 -1.53493
H 3.45617 0.68683 3.40001
H -3.47107 -0.03783 0.07511
H 3.54682 0.87604 -3.43206
H -1.80542 -1.99476 0.94804
H 2.91084 -0.62542 -5.77570
H -2.75069 2.38281 2.25563
H 5.18414 -2.33516 5.01374
H 0.83635 1.57198 -3.45088
H 3.13985 3.84217 0.56112
H 3.67374 -1.30497 -4.31943
H -2.39675 0.28877 3.64288
H 0.65165 2.14991 -0.59315
H 1.94673 -1.39781 -4.53720
H -4.91414 -1.39505 -2.15630
H 3.86349 -0.27067 -0.92556
H 2.57402 1.34125 -4.79670
H 2.78169 -2.00089 4.48041
H -0.15915 -1.46020 -1.39870
H -3.73532 -5.15069 1.75013
H -4.64812 -5.80397 -0.43796
H 3.90535 -0.53766 2.24416
H -3.00120 -0.53986 2.21052
H -4.93265 0.28227 -1.65601
H -6.33523 4.58485 0.48741
H -1.49727 -1.06439 2.92046
H 3.10942 1.61470 0.08751
H -0.23873 0.95030 -1.45920
H 1.71481 3.38119 3.22315
H -5.88995 -0.89050 -0.77418
H -1.32019 2.83153 1.33280
H -4.06231 -1.64468 0.50068
H 4.83716 -2.72383 3.34167
H 5.62175 -1.19495 3.71382
H -5.29506 -5.44973 2.54666
H 3.40333 -3.51755 -0.54716
H -1.16367 2.49535 3.07716
H 3.35250 1.77452 -9.84369
H -7.16019 5.17297 1.94639
H 4.29793 0.23173 5.30726
H -2.84563 -2.24817 -1.82066
H 4.55075 3.78662 -7.85295
H 3.57842 1.69240 1.74009
H 2.91480 -3.56989 2.75067
H -1.76088 -3.31837 -0.15370
H 2.41133 -1.86871 1.69033
H 3.74565 4.15937 -9.39169
H 0.96732 1.64915 2.11827
H 0.33946 -2.95830 -0.75944
*
```